#i
DFT (wB97M-V/def2-TZVPD) results for a 2-piece molecular cluster, CH7N3O overall.

Structure (XYZ):
```
12
Properties=species:S:1:pos:R:3:mulliken_charge:R:1
C 0.68143 -0.03992 0.89749 -0.18
N -1.19116 -0.34652 -0.20443 -0.38
N 1.47527 -0.25956 -0.13976 0.06
N 1.14141 0.31910 -1.33990 -0.86
O -2.17616 0.64008 0.07660 -0.42
H -2.24620 0.65583 1.04094 0.31
H -1.66655 -1.20633 -0.47404 0.21
H 1.83440 -1.21142 -0.22317 0.26
H 1.63470 1.20448 -1.43550 0.13
H -0.57528 0.00761 -1.01901 0.35
H 0.40251 0.98377 1.10468 0.25
H 0.68562 -0.74714 1.71610 0.28
```

Calculated values
* E_HOMO: -7.39 eV
* gap between HOMO and LUMO: 8.2 eV
* multiplicity: 1
* total charge: 0


#ii
DFT (wB97M-V/def2-TZVPD) results for a 2-piece molecular cluster, CH7N3O overall.

Structure (XYZ):
```
12
Properties=species:S:1:pos:R:3:mulliken_charge:R:1
H 0.83619 1.26370 -0.02057 0.20
N 1.03185 0.94406 -0.96846 -0.68
C 1.68387 -0.15431 -0.98965 0.31
O 2.00316 -0.78951 0.13661 -0.48
H 2.01630 -0.67659 -1.89642 0.33
H 1.68999 -0.32187 0.92290 0.29
N -1.83860 -0.15177 -0.22264 -0.50
N -1.72768 -0.12122 1.20508 -0.43
H -2.22697 0.71997 -0.59913 0.25
H -0.94312 -0.27078 -0.71164 0.25
H -1.08091 0.58576 1.55585 0.19
H -1.44408 -1.02744 1.58807 0.24
```

Calculated values
* E_HOMO: -8.96 eV
* gap between HOMO and LUMO: 9.5 eV
* multiplicity: 1
* SMILES string: [H]/N=C\O.NN
* total charge: 0


Result of the stability comparison: #ii is the most stable of them.


#i
DFT (wB97M-V/def2-TZVPD) results for a 8-piece molecular cluster, C7H26O7 overall.

Structure (XYZ):
```
40
Properties=species:S:1:pos:R:3:mulliken_charge:R:1
C 2.92332 0.48985 -1.88929 -0.94
C 2.34158 -0.71239 -2.03430 -0.21
C 0.84006 -0.55596 -2.24359 -0.04
C 0.29408 0.12246 -3.25989 -0.07
C -1.10324 0.55477 -3.29769 -1.46
C 0.09744 -1.12550 -1.06271 -0.40
C -0.13461 0.14734 -0.12217 -0.53
H 4.00378 0.63311 -1.57132 0.23
H 2.48180 1.40459 -2.24692 0.34
H 2.79119 -1.68771 -2.27617 0.24
H 1.04013 0.50694 -4.01551 0.39
H -1.18059 1.64544 -3.21385 0.34
H -1.81907 0.47990 -2.47802 0.34
H -1.53741 0.44069 -4.28614 0.39
H -0.73216 -1.63994 -1.50735 0.59
H 0.47452 -1.86998 -0.32880 0.36
H 0.66141 0.83955 -0.09075 0.06
H -0.29987 -0.18739 0.91645 0.18
H -0.97447 0.70790 -0.46579 0.31
O -0.38304 0.45838 4.03581 -0.70
H -1.26491 0.37499 3.60961 0.34
H -0.12240 -0.44969 4.10891 0.30
O 0.16411 2.54036 2.52188 -0.78
H 0.52370 3.11771 3.20423 0.31
H 0.26976 1.68474 2.94625 0.41
O -2.66658 1.90839 2.47544 -0.70
H -3.12657 2.52878 1.92262 0.29
H -1.71720 1.95259 2.51014 0.38
O -0.86345 -2.84982 1.10011 -0.59
H -1.15583 -3.49544 1.74207 0.27
H -0.48249 -3.36435 0.38264 0.29
O 0.45896 -3.63491 -2.26357 -0.62
H -0.32553 -3.36077 -2.73769 0.33
H 1.30886 -3.37669 -2.64171 0.31
O -2.23909 -0.77714 2.50857 -0.68
H -2.52857 0.08546 2.11224 0.38
H -2.11273 -1.32859 1.75797 0.32
O 1.80856 3.14787 0.31374 -0.65
H 1.35744 2.66325 1.03590 0.36
H 2.66417 2.74552 0.18999 0.32
```

Calculated values
* E_HOMO: -8.62 eV
* gap between HOMO and LUMO: 9.0 eV
* multiplicity: 1
* SMILES string: C=C/C(=C/C)CC.O.O.O.O.O.O.O
* total charge: 0


#ii
DFT (wB97M-V/def2-TZVPD) results for a 8-piece molecular cluster, C7H26O7 overall.

Structure (XYZ):
```
40
Properties=species:S:1:pos:R:3:mulliken_charge:R:1
C 1.05169 -3.31454 0.24046 -0.73
C 0.77886 -2.82899 -0.96556 -0.72
C 1.02309 -1.34460 -1.25590 0.37
C 2.20062 -1.06957 -1.83510 -0.02
C 2.50547 0.26582 -2.35447 -1.16
C -0.17895 -0.45999 -1.08209 0.34
C -0.79619 -0.68478 0.26279 -0.56
H 0.91864 -4.32341 0.57923 0.29
H 1.48590 -2.74561 1.06759 0.19
H 0.57097 -3.35684 -1.86810 0.43
H 2.83422 -1.88451 -2.15696 0.42
H 3.59777 0.37307 -2.53929 0.36
H 2.29064 1.17100 -1.75939 0.28
H 2.02963 0.37127 -3.37478 0.15
H 0.18260 0.56237 -1.25792 0.07
H -0.78440 -0.73428 -1.98704 -0.32
H -1.28978 -1.67646 0.33591 0.37
H -1.46489 0.00930 0.76307 0.15
H -0.08956 -0.87224 1.09946 -0.22
O -2.18924 1.37407 2.79324 -0.75
H -2.04931 2.08835 2.09607 0.43
H -2.80205 0.77463 2.34873 0.31
O 0.29787 0.96968 2.92497 -0.91
H 0.43446 1.05994 3.87404 0.31
H -0.71174 0.87053 2.75772 0.60
O 0.89030 3.43469 1.98012 -0.74
H 1.51709 3.39304 1.24808 0.32
H 0.93227 2.56340 2.44208 0.41
O -3.17039 0.93731 -1.27858 -0.59
H -3.68982 1.72553 -1.08148 0.30
H -3.08868 0.90113 -2.23969 0.30
O -1.03451 -0.62429 -4.19707 -0.64
H -0.20050 -0.14178 -4.36315 0.34
H -0.77495 -1.05542 -3.36622 0.58
O -1.52688 3.02265 0.89166 -0.72
H -0.71941 3.49629 1.21253 0.44
H -1.27238 2.39164 0.20672 0.34
O 1.12199 -1.68392 3.12656 -0.62
H 0.57810 -0.91634 2.85596 0.29
H 0.59145 -2.03814 3.85582 0.30
```

Calculated values
* E_HOMO: -9.06 eV
* gap between HOMO and LUMO: 9.4 eV
* multiplicity: 1
* SMILES string: C=C/C(=C/C)CC.O.O.O.O.O.O.O
* total charge: 0


Result of the stability comparison: #ii is the most stable of them.


#i
DFT (wB97M-V/def2-TZVPD) results for a 2-piece molecular cluster, C4H3FS overall.

Structure (XYZ):
```
9
Properties=species:S:1:pos:R:3:mulliken_charge:R:1
C 1.07424 -0.09029 -0.07275 -0.49
C -0.00380 -0.97649 0.13926 -0.43
C 0.73625 1.19434 -0.06041 -0.16
C -1.10671 -0.26352 -0.04179 0.34
F -2.99514 -1.11449 -0.04015 -0.49
S -1.05517 1.41273 0.02928 -0.05
H 2.06230 -0.35562 -0.15137 0.42
H 0.14734 -1.98431 0.26800 0.47
H 1.14069 2.17765 -0.07007 0.40
```

Calculated values
* E_HOMO: -10.14 eV
* gap between HOMO and LUMO: 8.9 eV
* multiplicity: 1
* total charge: 0


#ii
DFT (wB97M-V/def2-TZVPD) results for one molecule with the formula C4H3FS.

Structure (XYZ):
```
9
Properties=species:S:1:pos:R:3:mulliken_charge:R:1
F 1.78873 -0.28453 0.84926 -0.22
C 0.80632 0.49793 1.19747 -0.06
C -0.29387 0.59698 0.46631 -0.30
C -0.75650 -0.11868 -0.67758 -0.04
C -0.24362 -1.02360 -1.48326 0.12
S 0.26684 -2.26939 -2.20495 -0.35
H 1.23200 1.25146 1.99172 0.25
H -0.99475 1.24502 0.80885 0.35
H -1.80515 0.10481 -0.94782 0.26
```

Calculated values
* E_HOMO: -7.98 eV
* gap between HOMO and LUMO: 7.9 eV
* multiplicity: 1
* SMILES string: F/C=C\C=C=S
* total charge: 0


Result of the stability comparison: #ii is the most stable of them.


#i
DFT (wB97M-V/def2-TZVPD) results for a 2-piece molecular cluster, C3H10OS2 overall.

Structure (XYZ):
```
16
Properties=species:S:1:pos:R:3:mulliken_charge:R:1
C 2.38726 2.09572 -0.63352 -0.77
S 0.92526 1.10528 -1.03625 -0.09
C 1.12507 -0.47380 -0.14736 -0.52
C -0.09524 -0.96422 0.68905 -0.65
S -0.83942 0.27497 1.82365 -0.17
H 2.14934 3.15551 -0.82549 0.30
H 3.28430 1.82550 -1.21567 0.27
H 2.61433 1.97482 0.43906 0.25
H 1.93567 -0.37553 0.60012 0.28
H 1.50379 -1.10602 -0.97339 0.37
H 0.16369 -1.80631 1.35934 0.36
H -0.95892 -1.27851 0.07202 0.25
H 0.00934 0.10381 2.85942 0.11
O -5.08911 -1.62255 -1.15474 -0.64
H -4.69558 -0.72069 -1.14925 0.32
H -4.41977 -2.18797 -0.70693 0.32
```

Calculated values
* E_HOMO: -8.52 eV
* gap between HOMO and LUMO: 9.0 eV
* multiplicity: 1
* SMILES string: CSCCS.O
* total charge: 0


#ii
DFT (wB97M-V/def2-TZVPD) results for a 2-piece molecular cluster, C3H10OS2 overall.

Structure (XYZ):
```
16
Properties=species:S:1:pos:R:3:mulliken_charge:R:1
C -0.10166 -2.57251 0.41862 -0.87
C 0.78644 -1.32174 0.81891 -0.65
S 0.78044 -0.03524 -0.41689 -0.10
S -1.69126 0.17262 0.08665 -0.14
C -1.64460 0.27177 1.87481 -0.64
H 0.49505 -3.44352 0.78398 0.31
H -1.14530 -2.60741 0.78192 0.27
H -0.25804 -2.56684 -0.65575 0.32
H 1.77087 -1.69801 0.69842 0.36
H 0.80796 -0.87251 1.80562 0.37
H -0.62315 0.33591 2.24697 0.18
H -2.25865 -0.58536 2.05223 0.25
H -2.02072 1.20076 2.22771 0.34
O 2.43345 3.00001 -2.47771 -0.62
H 1.81489 3.00667 -1.73616 0.31
H 1.97728 3.64120 -3.05086 0.31
```

Calculated values
* E_HOMO: -8.72 eV
* gap between HOMO and LUMO: 7.7 eV
* multiplicity: 1
* SMILES string: CCSSC.O
* total charge: 0


Result of the stability comparison: #i is the most stable of them.


#i
DFT (wB97M-V/def2-TZVPD) results for a 2-piece molecular cluster, C5H9N5O2 overall.

Structure (XYZ):
```
21
Properties=species:S:1:pos:R:3:mulliken_charge:R:1
C -0.66277 0.00025 -1.11854 -0.17
C 0.45482 0.64556 -1.55169 0.49
C 1.82591 0.44222 -1.10288 0.24
C 0.35043 1.48987 -2.76659 -0.26
C -1.69298 -1.30112 0.46318 0.19
N -0.69868 -0.52386 0.06595 -0.01
N -2.29023 -1.67622 1.41271 0.66
N 1.86744 -0.82896 -0.50887 -0.48
N -2.87724 -2.41465 2.20031 -1.09
N 0.33494 0.85355 2.34226 -0.83
O -0.74018 1.80080 -3.26016 -0.54
O 2.76282 1.17003 -1.19440 -0.58
H -1.62328 0.21045 -1.58253 0.42
H 1.39267 1.84136 -3.19578 0.24
H 2.87039 -1.22124 -0.40342 0.28
H -0.11807 -0.11227 0.79262 0.25
H -3.74429 -1.95419 2.65117 0.23
H 1.16121 -1.49658 -1.00094 0.27
H 1.29560 1.10055 2.04485 0.24
H 0.25626 0.27352 3.11382 0.22
H -0.12475 1.70092 2.59896 0.22
```

Calculated values
* E_HOMO: -8.62 eV
* gap between HOMO and LUMO: 8.3 eV
* multiplicity: 1
* total charge: 0


#ii
DFT (wB97M-V/def2-TZVPD) results for a 2-piece molecular cluster, C5H9N5O2 overall.

Structure (XYZ):
```
21
Properties=species:S:1:pos:R:3:mulliken_charge:R:1
H 0.28733 -3.51439 -3.88840 0.22
N -0.33606 -2.88709 -3.38197 -0.59
C 0.23342 -2.31065 -2.40946 0.50
N -0.43603 -1.36929 -1.56503 -0.52
N 0.31781 -0.93817 -0.69721 0.39
O 1.58385 -1.50121 -0.80032 -0.18
N 1.49477 -2.34936 -1.88231 -0.13
H 2.31914 -2.86521 -2.12966 0.22
C 0.64390 -0.32606 2.02219 -0.68
N 0.11079 0.89605 1.46898 -0.14
C -1.19098 1.21673 1.44289 0.20
C -1.69724 2.37403 0.91482 -0.73
C -0.84076 3.36109 0.33061 0.19
O 0.39030 3.27513 0.24094 -0.66
H -0.18103 -0.93764 2.41713 0.29
H 1.18739 -0.90987 1.26503 0.19
H 1.34613 -0.11598 2.84808 0.31
H 0.72537 1.59919 1.04740 0.27
H -1.86067 0.47555 1.88726 0.23
H -2.76169 2.55135 0.94277 0.33
H -1.33575 4.27580 -0.07374 0.29
```

Calculated values
* E_HOMO: -8.15 eV
* gap between HOMO and LUMO: 8.2 eV
* multiplicity: 1
* SMILES string: [H]/N=c1/nno[nH]1.CN/C=C\C=O
* total charge: 0


Result of the stability comparison: #i is the most stable of them.